(1)
Formula: C23H27FN4O3
Source: OMol25
Level of theory: wB97M-V/def2-TZVPD

Values from the calculation:
Energy in hartree: -1437.3013
Kohn-Sham gap in eV: 7.6
Energy above the lowest of the compared OMol25 structures with the same formula, charge and spin in kcal per mole: 5.4
Multiplicity: 1

Last column: Löwdin charge in e.
Geometry (Å):
C 7.0198 0.6380 -0.6752  -0.08
O 6.4063 1.9034 -0.7345  -0.08
C 5.0824 1.9957 -0.4449  -0.27
C 4.5369 3.2895 -0.5302  0.01
C 3.2105 3.5154 -0.2647  0.00
C 2.3795 2.4515 0.0977  -0.18
N 1.0500 2.6390 0.3686  0.18
C 0.1595 1.6574 0.7135  -0.39
O -1.0145 1.9447 0.9278  0.03
C 0.7179 0.3176 0.8157  -0.08
C -0.2217 -0.8114 1.1520  -0.09
N -0.8164 -1.3779 -0.0426  -0.04
C 0.0285 -2.2698 -0.8072  -0.14
C 0.1950 -3.6600 -0.1731  -0.14
C 1.6220 -4.1750 -0.3635  -0.22
N 2.5898 -3.3440 0.3477  -0.30
C 3.8956 -3.3731 -0.2809  -0.11
C 2.6910 -3.7165 1.7455  -0.10
C -2.1128 -1.1939 -0.4604  -0.48
O -2.5967 -1.9062 -1.3195  0.06
N -2.7681 -0.1587 0.1594  0.14
C -4.1054 0.1885 0.0031  -0.22
C -4.4967 1.4517 0.4525  -0.01
C -5.8149 1.8520 0.3690  -0.02
C -6.7437 0.9793 -0.1681  -0.29
F -8.0410 1.3672 -0.2523  0.04
C -6.3828 -0.2758 -0.6194  -0.01
C -5.0619 -0.6731 -0.5312  -0.01
C 2.0317 0.0976 0.5713  0.05
C 2.9119 1.1542 0.1914  -0.13
C 4.2691 0.9396 -0.0846  0.04
H 6.5665 -0.0615 -1.3847  0.10
H 8.0609 0.8025 -0.9471  0.09
H 6.9721 0.2165 0.3340  0.10
H 5.1936 4.0964 -0.8123  0.12
H 2.8023 4.5125 -0.3356  0.12
H 0.6710 3.5770 0.3024  0.17
H 0.3476 -1.5993 1.6542  0.12
H -1.0057 -0.4637 1.8270  0.14
H -0.4197 -2.3639 -1.7972  0.13
H 1.0115 -1.8015 -0.9043  0.11
H -0.0427 -3.6097 0.8896  0.10
H -0.5048 -4.3618 -0.6254  0.12
H 1.8585 -4.1393 -1.4293  0.12
H 1.6881 -5.2266 -0.0405  0.12
H 4.5762 -2.7342 0.2826  0.07
H 3.8157 -2.9883 -1.2971  0.09
H 4.3304 -4.3835 -0.3197  0.09
H 3.1148 -4.7236 1.8823  0.09
H 1.7054 -3.6965 2.2051  0.07
H 3.3278 -3.0003 2.2653  0.08
H -2.1997 0.5884 0.5589  0.08
H -3.7526 2.1168 0.8649  0.11
H -6.1272 2.8259 0.7120  0.11
H -7.1315 -0.9322 -1.0338  0.12
H -4.7619 -1.6435 -0.8884  0.10
H 2.4351 -0.9022 0.6626  0.10
H 4.6459 -0.0677 -0.0099  0.10

Atomic forces in eV per Å
0.1 -0.2 0.0
-0.1 0.3 0.0
-0.2 0.0 0.1
0.0 -0.2 0.0
0.0 -0.1 0.0
0.6 -0.6 -0.1
-0.4 0.3 0.0
0.3 0.2 -0.1
-0.3 0.1 0.1
0.3 -0.3 0.1
0.0 0.2 -0.1
0.1 0.0 0.1
-0.1 -0.2 -0.1
0.3 0.1 -0.2
-0.3 0.1 0.1
0.1 -0.1 0.0
-0.1 0.0 0.0
0.0 0.1 0.0
0.0 0.2 0.2
-0.3 -0.2 -0.3
0.4 0.1 0.2
-0.5 0.0 -0.1
0.1 -0.2 -0.1
-0.3 -0.1 -0.1
0.1 0.0 0.0
0.1 0.0 0.0
-0.2 0.3 0.1
0.1 0.0 0.0
-0.5 0.2 0.2
-0.1 0.7 -0.1
0.3 0.1 -0.1
0.0 0.0 0.0
-0.1 -0.1 0.0
0.0 0.0 0.0
0.1 0.1 0.0
0.0 0.1 0.0
0.0 -0.2 0.0
0.0 0.0 0.0
0.1 -0.1 0.0
0.1 0.0 0.1
0.0 0.0 0.0
0.0 0.0 0.1
-0.1 0.0 0.1
0.0 0.0 0.0
0.1 0.0 -0.1
0.1 0.0 0.0
0.1 0.0 -0.1
0.0 0.0 0.0
0.0 0.0 0.0
0.0 0.0 0.1
0.0 0.0 0.1
0.0 -0.2 -0.1
0.1 0.1 0.1
0.0 0.1 0.0
-0.1 -0.1 0.0
0.0 0.0 0.0
0.0 -0.2 0.0
0.1 -0.1 0.0



(2)
Formula: C23H27GeN3OS5Ti
Source: OMol25
Level of theory: wB97M-V/def2-TZVPD

Values from the calculation:
Energy in hartree: -6049.5428
Kohn-Sham gap (alpha / beta) in eV: 6.4 / 6.4
Energy above the lowest of the compared OMol25 structures with the same formula, charge and spin in kcal per mole: 31.4
Multiplicity: 1

Last column: Löwdin charge in e.
Geometry (Å):
Ti 0.8679 -0.7894 -1.4876  0.35
C 0.1024 -0.9363 -3.6560  -0.17
C 0.0409 -2.2661 -3.1966  -0.14
C 1.3479 -2.6924 -2.9081  -0.21
C 2.2295 -1.6293 -3.1830  -0.21
C 1.4616 -0.5395 -3.6571  -0.22
H -0.7210 -0.3730 -4.0735  0.11
H -0.8535 -2.8740 -3.1343  0.13
H 1.6417 -3.6924 -2.6170  0.10
H 3.3126 -1.6844 -3.1628  0.12
H 1.8549 0.3850 -4.0688  0.12
S 3.6936 0.7451 1.7033  0.52
C 2.5107 0.5675 0.5662  -1.72
S 0.8952 0.1310 1.0093  0.53
S 2.7938 0.6785 -1.1273  0.58
Ge -0.2583 1.5240 -1.1436  0.79
C -0.7332 2.1260 -3.0126  -0.36
C 0.1930 2.8201 -3.7748  -0.13
C -0.1508 3.2997 -5.0260  -0.09
C -1.4197 3.0785 -5.5340  -0.10
C -2.3465 2.3756 -4.7823  -0.10
C -1.9989 1.8996 -3.5306  -0.15
C 0.0897 3.2856 -0.2656  -0.33
C 1.2835 3.9769 -0.4204  -0.12
C 1.4320 5.2519 0.0985  -0.09
C 0.3912 5.8469 0.7894  -0.10
C -0.7995 5.1621 0.9601  -0.10
C -0.9462 3.8895 0.4385  -0.13
H -1.7153 1.2879 -0.5807  -0.02
H 1.1876 2.9926 -3.3782  0.10
H 0.5649 3.8640 -5.6051  0.10
H -1.6844 3.4524 -6.5127  0.10
H -3.3448 2.2048 -5.1611  0.10
H -2.7260 1.3528 -2.9429  0.09
H 2.1090 3.5109 -0.9462  0.07
H 2.3616 5.7858 -0.0357  0.10
H 0.5113 6.8361 1.2066  0.10
H -1.6131 5.6218 1.5042  0.10
H -1.8786 3.3534 0.5695  0.08
C -1.9277 -3.8595 1.7357  -0.09
N -1.1774 -3.2182 0.6842  0.02
C -1.2589 -1.9189 0.3710  -0.62
N -1.9959 -1.1033 1.1575  0.21
O -0.7531 -1.4964 -0.6918  -0.22
H -1.7592 -4.9296 1.6754  0.09
H -2.9940 -3.6571 1.6012  0.10
H -1.6051 -3.5137 2.7193  0.05
H -0.4999 -3.7537 0.1566  0.11
H -2.0882 -1.3250 2.1347  0.11
H -1.9214 -0.1167 0.9337  0.06
S 2.0781 -2.8061 -0.0420  0.71
C 2.3987 -2.7133 1.5809  -1.06
N 3.6040 -2.4388 2.1081  -0.05
C 3.6439 -2.2222 3.5360  -0.25
C 2.5108 -3.0500 4.1258  -0.40
S 1.2261 -3.0929 2.8348  0.95
H 4.2481 -1.8988 1.5410  0.11
H 3.5082 -1.1545 3.7509  0.08
H 4.6132 -2.5433 3.9239  0.13
H 2.0886 -2.6069 5.0216  0.08
H 2.8069 -4.0775 4.3312  0.08

Atomic forces in eV per Å
1.3 0.4 2.3
-0.2 0.3 -0.7
0.0 0.0 -0.3
0.1 -0.1 -0.3
0.2 0.0 -0.8
0.1 0.0 -0.8
0.1 0.1 0.3
0.1 0.2 0.2
-0.1 0.2 0.2
-0.3 0.1 0.3
-0.2 -0.1 0.3
0.4 0.4 0.1
-0.1 0.0 0.6
0.5 0.2 -0.5
-0.2 -0.3 -0.3
-1.0 0.6 -1.2
0.1 0.0 1.0
0.0 0.0 0.0
0.1 0.1 -0.2
-0.1 0.0 -0.1
-0.1 -0.1 -0.1
-0.1 0.0 0.0
0.3 -0.8 -0.2
0.1 -0.1 -0.1
0.1 0.1 0.0
0.0 0.1 0.1
-0.1 0.1 0.1
-0.1 -0.2 -0.1
0.1 -0.1 0.0
0.1 0.1 0.0
0.1 0.0 -0.1
0.0 0.1 -0.1
-0.1 0.0 -0.1
-0.1 0.0 0.0
0.0 0.1 0.0
0.1 0.0 0.0
0.0 0.1 0.0
-0.1 0.0 0.0
-0.1 0.0 0.0
-0.2 0.2 0.0
0.2 -0.1 -0.2
-0.6 -0.1 0.0
0.2 0.0 -0.1
-1.1 -0.8 0.2
0.0 0.0 0.0
0.1 -0.1 0.1
-0.1 -0.1 0.1
0.0 0.2 0.0
-0.1 -0.1 0.0
0.0 -0.1 -0.1
0.2 -0.5 -0.6
0.6 0.0 0.9
-1.0 0.0 -0.4
0.1 0.2 0.6
-0.2 -0.2 -0.1
0.5 0.1 -0.3
-0.1 -0.1 -0.2
0.0 -0.1 -0.1
-0.1 0.0 0.0
0.1 0.0 0.1
0.1 0.0 0.0



(3)
Formula: C23H27MnN6O4S
Source: OMol25
Level of theory: wB97M-V/def2-TZVPD

Values from the calculation:
Energy in hartree: -3071.2722
Kohn-Sham gap (alpha / beta) in eV: 4.7 / 5.3
Multiplicity: 5

Last column: Löwdin charge in e.
Geometry (Å):
Mn -0.2037 -0.7701 -0.1845  0.68
C -1.2431 -1.0415 2.7879  -0.20
C -2.4164 -0.2276 2.2551  -0.19
N -2.1069 0.3399 0.9420  -0.08
C -3.1406 0.1125 -0.0981  -0.15
C -3.1202 -1.3161 -0.5408  -0.30
C -4.1940 -2.1501 -0.4317  -0.06
C -4.0769 -3.5239 -0.7711  -0.08
C -2.7827 -3.9764 -1.1320  -0.06
C -1.7437 -3.0964 -1.2287  -0.30
C -0.3339 -3.5150 -1.5042  -0.16
N 0.5513 -3.0777 -0.3907  -0.08
C 0.3939 -3.8307 0.8583  -0.19
C 0.2422 -2.8957 2.0493  -0.21
N -0.9139 -2.0485 1.7876  -0.09
N -1.8759 -1.7365 -0.9866  0.06
H -1.5003 -1.4731 3.7640  0.12
H -0.3694 -0.3977 2.9245  0.11
H -2.6816 0.5494 2.9760  0.12
H -3.2810 -0.8898 2.1556  0.12
H -1.9299 1.3348 1.0084  0.08
H -2.8736 0.7689 -0.9336  0.12
H -4.1416 0.3877 0.2451  0.12
H -5.1363 -1.7463 -0.0756  0.11
H -4.9184 -4.1986 -0.7092  0.08
H -2.6007 -5.0272 -1.3328  0.10
H 0.0372 -3.0042 -2.3954  0.11
H -0.2867 -4.5949 -1.6678  0.11
H 1.5139 -3.0827 -0.6984  0.11
H 1.2262 -4.5183 1.0275  0.12
H -0.5152 -4.4333 0.7761  0.12
H 1.1234 -2.2531 2.1379  0.11
H 0.1569 -3.4799 2.9754  0.12
H -1.7284 -2.6340 1.6205  0.12
O 0.9994 -0.7696 -2.0750  -0.17
N 1.7222 0.2633 -2.4233  -0.20
C 1.2435 1.1193 -3.3383  -0.01
C 1.9592 2.2427 -3.6932  -0.05
C 3.1798 2.4992 -3.0965  -0.06
C 3.6485 1.6067 -2.1451  -0.04
C 2.9031 0.4940 -1.8231  -0.02
H 0.2675 0.8679 -3.7227  0.15
H 1.5301 2.9251 -4.4122  0.12
H 3.7462 3.3842 -3.3518  0.11
H 4.5901 1.7674 -1.6387  0.11
H 3.1794 -0.2332 -1.0756  0.14
O 1.5016 0.2483 1.0163  -0.03
C 1.1831 1.3883 0.6173  -0.54
N 0.2499 1.5671 -0.3181  -0.08
S -0.1296 3.1399 -0.5011  0.64
O -1.3952 3.4213 0.1281  -0.30
O 0.0524 3.5725 -1.8573  -0.29
C 1.1723 3.7504 0.5477  -0.20
C 1.5499 5.0440 0.8402  -0.03
C 2.5936 5.2132 1.7441  -0.07
C 3.2192 4.1169 2.3316  -0.07
C 2.8201 2.8199 2.0260  0.00
C 1.7907 2.6568 1.1209  -0.14
H 1.0552 5.8915 0.3827  0.12
H 2.9210 6.2134 1.9965  0.11
H 4.0248 4.2801 3.0361  0.10
H 3.2920 1.9555 2.4750  0.12

Atomic forces in eV per Å
-1.1 -0.7 0.1
0.0 0.0 -0.1
0.0 0.0 0.0
-0.1 -0.1 -0.2
0.2 0.1 0.0
1.1 0.1 -0.1
-0.3 -1.2 -0.2
0.7 0.6 0.0
-1.1 0.0 0.2
0.3 1.1 0.2
0.2 0.1 0.0
-0.2 0.1 -0.1
0.0 0.0 -0.1
-0.1 0.1 -0.1
0.3 0.2 0.2
-0.1 -0.2 0.2
0.0 0.0 0.0
0.0 0.0 0.0
-0.1 0.0 0.0
0.0 0.0 0.0
0.0 0.0 0.0
0.0 0.0 0.0
-0.1 0.0 0.0
0.0 0.0 -0.1
0.0 0.0 0.0
0.0 0.0 0.0
0.0 0.0 0.0
0.0 -0.1 0.0
0.0 0.0 -0.1
0.0 0.0 0.0
0.0 -0.1 0.0
0.0 0.0 0.0
0.0 0.0 0.0
0.0 0.0 -0.1
0.3 0.0 -0.2
-0.3 -0.2 0.2
0.0 0.2 -0.2
0.0 0.0 0.0
0.0 0.0 0.0
0.0 0.0 0.0
0.2 0.0 0.1
0.0 0.0 0.0
0.0 0.0 0.0
0.0 0.0 0.0
0.0 0.0 0.0
0.0 0.0 0.0
0.0 0.1 -0.2
0.0 -0.2 0.0
0.0 0.4 0.0
0.3 -0.3 0.3
-0.2 0.0 0.0
0.0 0.1 -0.1
0.0 0.1 0.0
0.0 0.0 0.0
0.0 0.0 0.0
0.0 0.0 0.0
0.1 0.0 0.1
-0.1 0.0 0.0
0.0 0.0 0.0
0.0 0.0 0.0
0.0 0.0 0.0
0.0 0.0 0.0



(4)
Formula: C23H27N3O5S
Source: OMol25
Level of theory: wB97M-V/def2-TZVPD

Values from the calculation:
Energy in hartree: -1831.3596
Kohn-Sham gap in eV: 9.3
Energy above the lowest of the compared OMol25 structures with the same formula, charge and spin in kcal per mole: 33.1
Multiplicity: 1

Last column: Löwdin charge in e.
Geometry (Å):
O -7.4125 -1.2743 0.4642  0.08
C -6.2357 -1.3974 0.2200  -0.47
C -5.6765 -2.1372 -0.9755  -0.08
C -4.4252 -1.4557 -1.5210  -0.12
C -3.4270 -1.2501 -0.4207  -0.16
C -2.0605 -1.2900 -0.6230  0.00
C -1.1986 -1.0571 0.4316  -0.27
S 0.5528 -1.0671 0.1209  0.67
O 0.8650 -2.0273 -0.8930  -0.27
O 1.2371 -1.1274 1.3875  -0.29
N 0.7628 0.4344 -0.5602  -0.07
C 1.0682 1.5597 0.3017  -0.26
C 0.3204 2.8170 -0.1619  -0.09
C -1.1571 2.5695 -0.2197  -0.23
C -1.7766 2.2456 -1.4189  -0.04
C -3.1396 2.0148 -1.4702  -0.09
C -3.9029 2.0952 -0.3187  -0.10
C -3.2921 2.4037 0.8846  -0.09
C -1.9301 2.6377 0.9328  -0.04
C 2.5915 1.7933 0.3079  -0.46
O 3.1106 2.7316 -0.2644  0.07
N 3.2645 0.8494 0.9862  0.09
C 4.7005 0.7318 0.8923  -0.11
C 5.0860 -0.3486 -0.1193  -0.33
C 6.6082 -0.5115 -0.3218  -0.12
C 6.8159 -2.0344 -0.3389  -0.14
C 5.3798 -2.5812 -0.3022  -0.20
O 4.6185 -1.5963 0.3520  -0.10
C -1.6705 -0.7781 1.6979  -0.05
C -3.0345 -0.7318 1.9164  -0.01
C -3.9133 -0.9652 0.8624  -0.20
N -5.2820 -0.8991 1.0644  0.16
H -6.4548 -2.2128 -1.7346  0.13
H -5.4320 -3.1494 -0.6392  0.14
H -3.9886 -2.0496 -2.3242  0.12
H -4.6953 -0.4794 -1.9354  0.12
H -1.6453 -1.5085 -1.5936  0.13
H 1.2552 0.4175 -1.4382  0.13
H 0.7379 1.2686 1.3026  0.15
H 0.7048 3.1014 -1.1419  0.12
H 0.5520 3.6210 0.5383  0.13
H -1.1875 2.1884 -2.3221  0.11
H -3.6078 1.7851 -2.4165  0.10
H -4.9695 1.9272 -0.3582  0.10
H -3.8820 2.4748 1.7869  0.11
H -1.4613 2.8909 1.8730  0.12
H 2.7669 0.0237 1.3092  0.10
H 5.0992 0.4642 1.8734  0.14
H 5.0942 1.6993 0.5726  0.13
H 4.6036 -0.1204 -1.0855  0.16
H 7.1495 -0.0491 0.5023  0.11
H 6.9278 -0.0415 -1.2494  0.11
H 7.3515 -2.3741 -1.2224  0.11
H 7.3631 -2.3580 0.5453  0.11
H 5.0002 -2.7342 -1.3235  0.12
H 5.2761 -3.5090 0.2595  0.12
H -0.9657 -0.6173 2.4972  0.12
H -3.4242 -0.5145 2.8994  0.12
H -5.6151 -0.4980 1.9320  0.16

Atomic forces in eV per Å
-0.2 0.0 0.0
-0.1 -0.2 -0.3
-0.1 0.1 -0.2
0.0 -0.1 0.1
0.1 -0.1 0.1
-0.2 -0.1 0.1
0.7 -0.1 0.1
-0.3 0.3 -0.3
-0.1 0.1 -0.2
-0.4 0.1 0.1
0.0 -0.7 0.2
0.0 0.5 0.0
0.1 -0.3 0.1
0.0 0.1 0.0
0.0 0.1 0.0
0.0 0.0 -0.1
-0.1 0.1 0.0
-0.1 0.1 0.0
0.0 0.0 -0.1
-0.3 -0.2 0.4
0.0 0.2 -0.3
0.2 -0.3 0.2
0.1 -0.2 -0.4
0.2 0.5 0.0
-0.3 0.0 0.0
-0.2 -0.1 0.1
0.2 -0.3 -0.2
-0.2 0.2 0.3
0.0 0.0 0.1
-0.1 -0.1 -0.2
0.6 -0.2 -0.1
0.0 0.4 0.5
0.0 0.0 0.1
0.0 0.0 0.0
0.0 0.1 0.0
0.0 0.0 -0.1
0.0 0.0 -0.2
0.1 -0.3 -0.2
0.1 0.2 0.0
0.0 0.1 0.1
0.0 0.1 -0.1
0.1 0.0 -0.1
0.0 0.0 -0.1
-0.1 0.0 0.0
-0.1 0.0 0.1
0.1 0.0 0.1
0.0 0.2 0.0
0.1 0.0 -0.1
0.0 -0.1 0.1
0.0 0.0 0.1
0.1 0.0 0.0
0.0 0.1 0.0
0.1 0.0 0.0
0.0 0.0 0.0
0.0 0.0 0.1
0.0 0.0 -0.1
0.0 0.0 0.2
0.0 0.0 0.1
-0.1 -0.1 -0.2